The following is a quantum chemistry calculation of a molecular structure, CH33O16Pb in a non-equilibrium geometry, from the Open Molecules 2025 dataset.

Computed properties:
ΔE to the lowest compared entry with this formula, charge and spin, kcal/mol: 0.00
Total charge: +1
Multiplicity: 1
Frontier orbital gap, eV: 9.576
E_tot, Eh: -1454.32290
F_max, eV Å⁻¹: 3.3
LUMO energy, eV: -3.438

Last column: natural (NBO) charge in e.
CARTESIAN COORDINATES (ANGSTROEM)
Pb1 -17.655 -5.754 4.388  1.5216
C1 -18.779 -6.827 1.596  -0.2646
O1 -19.247 -6.572 2.875  -0.9911
H1 -18.500 -5.910 1.116  0.1687
H2 -19.664 -7.260 1.182  0.1626
H3 -18.003 -7.560 1.566  0.1516
O2 -18.633 -8.577 -1.197  -0.9273
H4 -18.055 -7.884 -0.966  0.4798
H5 -19.451 -8.167 -0.980  0.4353
O3 -15.958 -6.381 2.874  -0.9727
H6 -15.201 -6.088 2.399  0.5123
H7 -16.232 -7.163 2.473  0.5220
O4 -19.822 -9.670 1.690  -0.9510
H8 -19.548 -8.810 1.952  0.4634
H9 -20.209 -9.384 0.856  0.5019
O5 -17.364 -10.695 2.185  -0.9557
H10 -17.355 -10.732 3.133  0.4453
H11 -18.261 -10.469 1.969  0.5128
O6 -16.440 -4.679 -0.628  -0.9404
H12 -16.080 -4.184 0.083  0.4541
H13 -16.870 -4.070 -1.200  0.5056
O7 -16.116 -7.389 -0.836  -0.9724
H14 -16.093 -6.443 -0.714  0.4809
H15 -15.733 -7.734 -0.025  0.4764
O8 -19.546 -6.064 5.683  -0.9807
H16 -20.483 -6.044 5.455  0.5334
H17 -19.648 -5.976 6.647  0.5155
O9 -21.399 -8.466 -0.430  -0.9708
H18 -21.251 -7.649 -0.911  0.4965
H19 -21.878 -9.060 -1.022  0.5142
O10 -17.430 -8.162 4.323  -0.9489
H20 -18.227 -8.661 4.643  0.5059
H21 -16.873 -8.870 4.151  0.5002
O11 -22.887 -7.611 1.656  -0.9658
H22 -23.032 -8.423 2.091  0.4758
H23 -22.281 -7.946 0.999  0.4767
O12 -17.575 -3.996 2.713  -0.9508
H24 -18.161 -3.297 2.555  0.5175
H25 -16.763 -3.802 2.252  0.4993
O13 -19.222 -3.829 0.136  -0.9394
H26 -19.938 -4.420 0.287  0.4915
H27 -18.553 -4.065 0.792  0.4441
O14 -21.388 -5.064 1.928  -0.9840
H28 -20.606 -5.555 2.181  0.4691
H29 -22.013 -5.779 2.026  0.4949
O15 -21.108 -8.255 4.232  -0.9501
H30 -20.420 -8.795 4.614  0.4450
H31 -20.675 -7.561 3.699  0.4950
O16 -15.368 -8.813 1.513  -1.0241
H32 -15.914 -9.563 1.835  0.5200
H33 -14.438 -9.119 1.417  0.5009

Atomic forces in eV per Å
-0.50 0.15 -0.41
-0.87 0.22 0.54
1.21 1.09 2.86
0.37 0.07 -0.77
-0.27 -0.09 -1.62
0.88 -0.61 -0.26
-0.62 -1.20 -0.36
2.29 1.07 0.14
-1.26 -0.14 0.05
0.19 1.90 1.28
1.17 0.33 -0.60
-0.40 -2.66 -1.53
-0.36 -0.68 -0.20
0.52 0.93 1.16
-0.26 -0.77 -0.71
1.72 0.05 0.20
-0.03 -0.58 0.67
-1.44 0.36 -0.80
0.23 -1.30 0.23
0.61 0.83 0.61
-0.73 0.81 -0.82
-0.06 -0.27 0.08
-0.06 0.72 -0.34
0.00 -0.61 0.10
-1.68 0.02 1.74
-0.30 -0.32 -0.92
0.68 -0.01 -0.02
0.08 -0.23 -0.09
-0.32 0.20 -0.28
0.06 0.09 -0.05
-2.87 0.04 1.28
0.58 1.12 -0.40
2.48 -1.81 -0.73
0.13 1.20 -0.22
-0.74 -1.26 1.58
0.41 0.29 -0.96
1.17 -1.28 0.07
-1.65 1.96 -0.32
0.39 0.21 -0.11
1.40 1.04 -0.12
-1.33 -0.67 0.39
-0.37 -0.15 -0.45
0.18 0.34 -0.29
0.84 0.06 0.54
-1.18 -0.37 -0.16
-0.50 0.57 0.07
0.14 -0.18 0.00
0.23 -0.42 -0.02
0.87 -0.13 0.46
0.02 -0.08 -0.61
-1.08 0.13 0.14

The following is a quantum chemistry calculation of a molecular structure, C19H44AlB3Cl4N3NaO11 in a non-equilibrium geometry, from the Open Molecules 2025 dataset.

Computed properties:
Total charge: 0
Multiplicity: 1
Frontier orbital gap, eV: 3.576
E_tot, Eh: -4062.21641
F_max, eV Å⁻¹: 6.3
LUMO energy, eV: -3.481

Last column: Löwdin charge in e.
CARTESIAN COORDINATES (ANGSTROEM)
N1 -0.406 -6.908 3.673  -0.2626
C1 0.109 -6.812 2.375  -0.2460
N2 -0.293 -7.958 1.432  0.1065
N3 0.954 -5.621 1.980  -0.0165
C2 2.404 -5.976 1.744  -0.3432
C3 3.236 -4.928 0.798  -0.2961
C4 2.672 -3.389 0.796  -0.2196
C5 3.086 -2.720 -0.659  -0.2614
B1 1.792 -2.106 -1.498  -0.4547
O1 0.389 -2.550 -1.350  0.0440
B2 -0.572 -1.452 -1.572  -0.1767
O2 -0.153 -0.086 -2.048  0.0410
B3 0.916 -0.422 -3.054  -0.1971
O3 2.138 -1.047 -2.512  0.1202
H1 -0.964 -7.813 3.735  -0.3974
H2 0.545 -8.514 1.142  0.0451
H3 -0.732 -7.468 0.608  0.0992
H4 0.981 -4.903 2.762  0.1442
H5 2.913 -6.172 2.795  0.1463
H6 2.434 -7.028 1.183  -0.1340
H7 3.373 -5.399 -0.279  -0.0099
H8 4.340 -4.877 1.253  0.1612
H9 3.205 -2.748 1.636  0.1374
H10 1.511 -3.282 0.891  0.0960
H11 3.815 -1.794 -0.469  0.1300
H12 3.669 -3.480 -1.366  -0.1864
H13 -1.746 -1.604 -1.437  0.1035
H14 0.766 -0.156 -4.210  0.1093
Al1 1.536 -5.492 -0.960  0.9438
C6 -0.606 -13.183 0.590  -0.0639
C7 0.676 -13.538 1.323  -0.2124
O4 1.774 -13.635 0.406  0.0286
C8 2.320 -12.456 0.019  -0.5438
O5 1.967 -11.345 0.386  0.0724
O6 3.311 -12.721 -0.868  0.0024
C9 3.918 -11.555 -1.420  -0.0499
H15 -0.787 -13.884 -0.232  0.0830
H16 -1.461 -13.205 1.271  0.0849
H17 -0.545 -12.184 0.147  0.0739
H18 0.566 -14.521 1.792  0.1255
H19 0.896 -12.821 2.123  0.1263
H20 4.255 -10.870 -0.635  0.0437
H21 3.217 -11.056 -2.096  0.1071
H22 4.792 -11.869 -1.998  0.1010
C10 1.251 2.456 -1.289  -0.0458
O7 1.068 3.551 -0.393  -0.0055
C11 -0.052 4.281 -0.626  -0.5566
O8 -0.872 4.076 -1.506  0.1098
O9 -0.100 5.281 0.291  -0.0110
C12 -1.234 6.137 0.167  -0.0542
H23 2.175 1.943 -1.011  0.1038
H24 0.423 1.745 -1.204  0.0777
H25 1.352 2.813 -2.319  0.1085
H26 -2.161 5.573 0.310  0.0979
H27 -1.232 6.641 -0.805  0.0756
H28 -1.170 6.898 0.949  0.0962
C13 -4.119 9.854 -1.142  -0.0243
C14 -3.197 9.040 -2.011  -0.4773
O10 -2.087 8.692 -1.613  0.0432
C15 -3.687 8.670 -3.385  -0.0256
H29 -3.635 10.047 -0.179  0.0726
H30 -4.334 10.811 -1.624  0.0873
H31 -5.045 9.301 -0.964  0.0861
H32 -3.882 9.574 -3.967  0.0850
H33 -4.593 8.064 -3.307  0.0857
H34 -2.917 8.083 -3.898  0.0860
Cl1 -1.028 -8.895 4.714  0.0700
Cl2 2.806 -8.113 -0.160  0.0542
C16 -0.798 13.897 0.322  -0.0801
C17 -2.138 13.574 -0.319  -0.2737
O11 -2.818 12.489 0.304  -0.1856
C18 -3.149 12.649 1.682  -0.2731
C19 -4.058 13.837 1.951  -0.0816
H35 -0.148 13.015 0.317  0.0849
H36 -0.299 14.705 -0.221  0.0778
H37 -0.909 14.213 1.363  0.0653
H38 -1.967 13.282 -1.360  0.1194
H39 -2.783 14.458 -0.350  0.1048
H40 -2.237 12.707 2.284  0.1067
H41 -3.665 11.734 1.989  0.1158
H42 -3.587 14.783 1.679  0.0649
H43 -4.317 13.885 3.014  0.0789
H44 -4.983 13.751 1.369  0.0826
Cl3 -2.116 -5.774 4.231  0.3010
Na1 4.977 -8.781 0.940  0.5874
Cl4 5.057 -3.399 -2.423  -0.2393

Atomic forces in eV per Å
0.31 4.22 -4.68
0.29 1.58 0.56
1.82 2.49 1.18
-1.14 -1.84 1.80
0.99 -1.28 0.21
0.41 0.31 2.06
0.45 0.73 -1.07
-2.15 1.48 1.55
1.50 1.01 -0.58
0.42 3.43 -0.83
1.89 1.11 -0.43
1.15 -5.08 -1.54
1.19 -0.05 3.06
-4.48 -1.23 0.75
-0.77 -0.02 -0.20
-0.84 0.71 -0.01
0.84 -0.66 0.92
-0.81 -1.28 -1.16
-0.85 0.78 -2.04
-0.23 2.75 1.84
0.45 1.01 1.92
-2.32 -0.22 -1.33
-1.29 -1.65 -1.51
2.05 -0.60 0.24
-1.43 -2.31 -0.68
-0.62 1.31 1.01
0.29 -0.21 0.26
0.15 0.05 0.36
-0.51 0.01 -0.40
0.01 0.20 -0.26
-0.78 0.07 0.44
0.98 1.02 -0.44
-0.74 0.03 0.26
0.74 -1.45 -0.44
-0.49 0.20 0.73
0.17 0.09 -0.43
0.01 -0.04 0.21
0.14 -0.01 -0.05
0.01 -0.09 0.19
0.32 0.10 -0.27
0.06 -0.02 -0.30
-0.28 -0.06 -0.10
0.13 0.13 0.30
-0.25 -0.22 0.18
-0.05 -0.43 -0.16
-0.76 0.79 -0.01
-0.29 0.01 -0.27
1.16 0.27 1.24
0.27 -1.01 -0.60
-0.43 0.42 -0.17
-0.11 0.29 0.16
0.22 0.46 -0.11
-0.17 -0.06 0.12
0.15 0.03 -0.17
-0.09 -0.21 0.22
0.25 -0.26 -0.10
0.31 -0.06 0.43
1.36 -0.40 0.57
-1.39 0.45 -0.52
0.44 -0.27 -0.17
-0.08 0.02 -0.30
-0.15 -0.11 0.05
-0.08 0.13 -0.18
-0.21 -0.08 0.06
-0.06 0.21 -0.07
-0.16 0.13 0.14
-0.79 -4.52 2.38
0.51 -1.32 -1.71
0.08 -0.07 0.16
0.11 -0.04 0.08
-0.08 -0.08 -0.02
-0.01 0.13 -0.13
-0.09 0.10 -0.02
-0.10 0.13 -0.06
-0.06 -0.09 0.03
0.00 0.07 -0.10
-0.16 -0.17 0.19
0.01 0.07 0.07
0.01 0.07 0.02
0.12 0.00 -0.25
0.02 -0.03 0.09
0.04 -0.03 -0.16
0.11 -0.03 0.10
2.14 -0.16 -0.69
-0.19 0.03 -0.14
1.44 -0.87 -1.27

The following is a quantum chemistry calculation of a molecular structure, C3H4BaO3 in a non-equilibrium geometry, from the Open Molecules 2025 dataset.

Computed properties:
ΔE to the lowest compared entry with this formula, charge and spin, kcal/mol: 37.85
Total charge: +2
Multiplicity: 1
Frontier orbital gap, eV: 9.640
E_tot, Eh: -367.30123
F_max, eV Å⁻¹: 4.2
LUMO energy, eV: -8.464

Last column: natural (NBO) charge in e.
CARTESIAN COORDINATES (ANGSTROEM)
C1 1.290 -0.957 -0.156  -0.8369
C2 0.376 -0.982 0.912  0.5488
O1 -0.669 -0.192 1.025  -0.4343
C3 -1.076 0.761 0.127  0.9853
O2 -0.616 0.771 -1.059  -0.7823
O3 -1.660 1.750 0.574  -0.7389
H1 0.629 -0.196 -1.065  0.3990
H2 0.285 -1.855 1.565  0.2443
H3 2.044 -0.175 0.019  0.3439
Ba1 -2.378 3.014 -1.688  1.9611
H4 1.776 -1.939 -0.254  0.3100

Atomic forces in eV per Å
-0.69 1.81 -1.20
-1.66 -0.61 -1.18
0.43 -1.09 1.22
2.16 3.20 -1.61
-0.90 -0.69 -0.02
-1.34 -0.64 0.31
1.32 -2.43 1.84
0.08 0.46 0.36
0.22 0.07 -0.04
0.51 -0.64 0.68
-0.12 0.55 -0.35

Number 1 is which compound? CH33O16Pb